An isolated ion of composition C4H9N2O4 and charge +1. Source: the OMol25 dataset; level of theory: ωB97M-V with the def2-TZVPD basis set.

Calculated values
lowest unoccupied orbital energy = -3.514 eV
net charge = +1
HOMO = -0.5146 Eh
orbital gap = 0.3855 Ha

Each line ends with the natural charge from an NBO analysis.
Positions of all 19 atoms, in Å:
C (-0.12, -1.39, 0.11)  0.354
C (0.97, 1.04, -0.21)  0.434
C (1.89, -0.13, 0.28)  0.164
C (-2.08, 0.01, -0.47)  0.501
N (-0.65, -0.24, -0.25)  -0.493
N (1.23, -1.38, 0.41)  -0.596
O (0.60, 1.89, 0.69)  -0.589
O (2.91, -0.14, -0.70)  -0.696
O (-2.81, -0.90, 0.31)  -0.729
O (-2.32, 1.34, -0.10)  -0.700
H (-0.70, -2.35, 0.32)  0.252
H (1.15, 1.26, -1.33)  0.248
H (2.34, 0.23, 1.28)  0.206
H (-2.20, -0.27, -1.55)  0.176
H (1.77, -2.23, 0.64)  0.445
H (0.22, 2.67, 0.43)  0.521
H (3.72, -0.48, -0.31)  0.497
H (-3.07, -0.61, 1.22)  0.510
H (-2.86, 1.69, -0.77)  0.496

A 2-piece molecular cluster, C4H9N2O4S overall. Source: the OMol25 dataset; level of theory: ωB97M-V with the def2-TZVPD basis set.

Calculated values
lowest unoccupied orbital energy = 3.702 eV
net charge = -1
HOMO = -0.1781 Eh
orbital gap = 0.3142 Ha

Each line ends with the natural charge from an NBO analysis.
Positions of all 20 atoms, in Å:
C (-0.46, -1.63, -2.33)  0.876
C (1.41, 0.13, 2.09)  -0.623
C (-0.55, -1.27, 1.21)  -0.600
C (0.20, 0.07, 1.12)  -0.045
N (-0.78, -0.67, -3.01)  -0.830
N (0.62, 0.24, -0.26)  -1.015
O (0.49, 1.62, -2.29)  -1.010
O (-0.39, -2.69, -1.87)  -0.555
O (-1.50, 1.73, -0.86)  -0.952
O (0.67, 2.76, -0.14)  -0.986
S (0.24, 1.60, -0.86)  2.460
H (1.12, 0.25, 3.08)  0.185
H (1.97, -0.74, 2.10)  0.191
H (1.89, 0.99, 1.67)  0.231
H (0.10, -1.96, 0.77)  0.204
H (-1.43, -1.27, 0.66)  0.200
H (-0.80, -1.52, 2.18)  0.178
H (-0.59, 0.71, 1.29)  0.181
H (-1.74, 1.33, -1.77)  0.476
H (-0.45, 0.31, -2.78)  0.433

A 2-piece molecular cluster, C4H9N2OP overall. Source: the OMol25 dataset; level of theory: ωB97M-V with the def2-TZVPD basis set.

Calculated values
SMILES = CCNN=C=O.C=P
lowest unoccupied orbital energy = 0.051 eV
HOMO = -0.3185 Eh
orbital gap = 0.3203 Ha

Each line ends with the natural charge from an NBO analysis.
Positions of all 17 atoms, in Å:
C (-2.08, -0.17, 0.91)  -0.642
C (-1.88, 0.57, -0.48)  -0.210
N (-0.52, 0.37, -0.90)  -0.430
N (0.29, 1.09, -0.07)  -0.413
C (0.57, 2.23, 0.29)  0.812
O (0.97, 3.13, 0.92)  -0.517
H (-1.82, 0.45, 1.81)  0.219
H (-3.20, -0.17, 1.06)  0.208
H (-1.63, -1.15, 0.91)  0.207
H (-2.68, 0.06, -1.16)  0.203
H (-1.96, 1.58, -0.35)  0.197
H (-0.16, -0.56, -0.97)  0.366
C (2.36, -1.75, -0.31)  -0.788
P (3.26, -0.46, -0.90)  0.453
H (1.28, -1.57, -0.41)  0.172
H (2.54, -2.63, 0.24)  0.215
H (4.67, -1.02, -0.60)  -0.053

One molecule with the formula C4H9N2OS. Source: the OMol25 dataset; level of theory: ωB97M-V with the def2-TZVPD basis set.

Calculated values
lowest unoccupied orbital energy (spin up / spin down) = 0.872 / -2.256 eV
HOMO (spin up / spin down) = -0.3523 / -0.3415 Eh
⟨S²⟩ = 0.753
orbital gap (spin up / spin down) = 0.3844 / 0.2586 Ha
2S+1 = 2

Each line ends with the Löwdin spin population.
Positions of all 17 atoms, in Å:
C (0.15, -0.25, -0.53)  0.007
N (-0.70, 0.51, -1.46)  0.001
C (-0.48, 0.39, -2.81)  0.000
O (0.61, 0.32, -3.32)  0.000
C (-0.07, 0.19, 0.91)  0.002
C (0.02, -1.05, 1.81)  0.109
S (-1.45, -2.05, 1.81)  0.833
N (0.85, 1.26, 1.38)  0.000
H (-0.08, -1.30, -0.72)  0.006
H (1.17, -0.06, -0.86)  0.001
H (-1.52, 1.01, -1.15)  0.000
H (-1.39, 0.37, -3.43)  0.000
H (-1.04, 0.65, 1.06)  0.000
H (0.11, -0.70, 2.84)  0.028
H (0.93, -1.62, 1.61)  0.012
H (1.34, 0.91, 2.19)  0.000
H (1.56, 1.40, 0.67)  0.000

An isolated ion of composition C4H9N2S and charge +1. Source: the OMol25 dataset; level of theory: ωB97M-V with the def2-TZVPD basis set.

Calculated values
lowest unoccupied orbital energy = -3.783 eV
net charge = +1
HOMO = -0.5307 Eh
orbital gap = 0.3917 Ha

Each line ends with the natural charge from an NBO analysis.
Positions of all 16 atoms, in Å:
C (-1.61, 0.27, 0.02)  0.345
C (0.55, -0.15, -0.01)  0.200
C (1.42, -0.23, -1.26)  -0.635
C (1.41, -0.58, 1.17)  -0.657
N (-0.37, 0.97, 0.01)  -0.595
N (-2.85, 0.68, -0.01)  -0.751
S (-1.04, -1.33, -0.15)  0.324
H (2.13, 0.49, -1.12)  0.234
H (0.78, -0.28, -2.09)  0.235
H (1.90, -1.29, -1.28)  0.237
H (1.01, -0.33, 2.18)  0.240
H (2.35, -0.11, 1.03)  0.234
H (1.59, -1.66, 1.09)  0.250
H (-0.30, 1.92, 0.29)  0.432
H (-3.33, 1.63, 0.24)  0.460
H (-3.65, 0.02, -0.11)  0.446

C4H9N2S as an isolated structure. Source: the OMol25 dataset; level of theory: ωB97M-V with the def2-TZVPD basis set.

Calculated values
lowest unoccupied orbital energy = -4.971 eV
net charge = +1
HOMO = -0.4942 Eh
orbital gap = 0.3115 Ha

Each line ends with the natural charge from an NBO analysis.
Positions of all 16 atoms, in Å:
C (-2.32, 0.64, -0.55)  0.029
C (1.35, 0.90, -0.10)  0.044
C (3.26, 0.66, 1.59)  -0.457
C (-2.37, -1.70, -1.16)  -0.456
N (2.07, 0.51, 0.85)  -0.331
N (-1.77, -0.52, -0.65)  -0.366
S (0.44, -0.62, 0.10)  0.429
H (-1.78, 1.52, -0.18)  0.194
H (-3.40, 0.92, -0.74)  0.208
H (1.18, 1.80, -0.71)  0.247
H (3.77, 1.72, 1.36)  0.241
H (4.03, -0.15, 1.28)  0.264
H (3.04, 0.47, 2.68)  0.258
H (-2.32, -1.97, -2.18)  0.249
H (-3.44, -1.77, -0.86)  0.226
H (-1.73, -2.41, -0.73)  0.221

An isolated ion of composition C4H9N2Se and charge +1. Source: the OMol25 dataset; level of theory: ωB97M-V with the def2-TZVPD basis set.

Calculated values
lowest unoccupied orbital energy (spin up / spin down) = -4.557 / -4.579 eV
net charge = +1
HOMO (spin up / spin down) = -0.4901 / -0.4502 Eh
orbital gap (spin up / spin down) = 0.3226 / 0.2819 Ha

Each line ends with the natural charge from an NBO analysis.
Positions of all 16 atoms, in Å:
C (-0.07, 2.01, 0.51)  -0.056
C (0.72, 0.78, 0.65)  -0.269
C (-1.20, -0.30, -0.36)  -0.272
C (0.74, -1.65, 0.25)  -0.370
N (-1.10, 2.18, -0.07)  -0.172
N (0.23, -0.31, -0.26)  -0.424
Se (-2.13, -0.52, -1.90)  0.382
H (0.38, 2.81, 1.24)  0.240
H (1.74, 1.04, 0.39)  0.259
H (0.60, 0.26, 1.63)  0.250
H (-1.69, -0.45, 0.56)  0.225
H (1.74, -1.61, 0.33)  0.224
H (0.20, -1.76, 1.28)  0.223
H (0.43, -2.46, -0.27)  0.239
H (0.51, -0.17, -1.35)  0.461
H (-1.09, 0.15, -2.64)  0.060

C4H9N3 as an isolated structure. Source: the OMol25 dataset; level of theory: ωB97M-V with the def2-TZVPD basis set.

Calculated values
lowest unoccupied orbital energy = 0.392 eV
HOMO = -0.2863 Eh
orbital gap = 0.3007 Ha

Each line ends with the natural charge from an NBO analysis.
Positions of all 16 atoms, in Å:
N (0.64, -0.97, -0.76)  -0.749
C (-0.78, 0.28, -1.05)  0.202
N (-0.37, 0.71, -2.18)  -0.895
H (1.07, -0.67, -1.63)  0.439
H (0.30, -1.93, -0.68)  0.414
H (-1.12, 0.96, -2.82)  0.357
H (-1.85, 0.04, -0.96)  0.167
C (1.42, -0.62, 0.41)  0.282
C (-0.51, 1.11, 0.52)  -0.309
C (-1.21, 0.75, 1.59)  -0.389
N (1.54, -1.58, 1.25)  -0.636
H (2.32, -1.52, 1.90)  0.354
H (2.22, 0.09, 0.17)  0.184
H (-0.50, 2.18, 0.28)  0.196
H (-1.49, -0.29, 1.70)  0.182
H (-1.67, 1.45, 2.28)  0.200

A 2-piece molecular cluster, C4H9N3 overall. Source: the OMol25 dataset; level of theory: ωB97M-V with the def2-TZVPD basis set.

Calculated values
lowest unoccupied orbital energy (spin up / spin down) = -1.038 / -1.313 eV
HOMO (spin up / spin down) = -0.3570 / -0.3592 Eh
orbital gap (spin up / spin down) = 0.3188 / 0.3109 Ha

Each line ends with the natural charge from an NBO analysis.
Positions of all 16 atoms, in Å:
C (0.50, -0.99, -1.46)  0.362
C (-0.78, -1.14, 1.25)  -0.604
C (-1.17, 0.90, 0.05)  -0.630
C (-0.13, 0.09, 0.64)  -0.058
N (0.31, -1.44, -2.51)  -0.347
N (2.08, 1.07, -0.78)  -0.660
N (0.84, -0.49, -0.29)  -0.322
H (-0.07, -1.54, 2.06)  0.226
H (-1.84, -0.87, 1.64)  0.220
H (-0.86, -1.78, 0.42)  0.213
H (-1.69, 0.40, -0.72)  0.215
H (-0.66, 1.82, -0.43)  0.222
H (-1.88, 1.22, 0.84)  0.221
H (0.46, 0.73, 1.42)  0.222
H (2.90, 0.74, -0.37)  0.357
H (1.99, 1.29, -1.77)  0.364

C4H9N3 as an isolated structure. Source: the OMol25 dataset; level of theory: ωB97M-V with the def2-TZVPD basis set.

Calculated values
lowest unoccupied orbital energy (spin up / spin down) = 0.416 / 0.416 eV
HOMO (spin up / spin down) = -0.2781 / -0.2781 Eh
orbital gap (spin up / spin down) = 0.2934 / 0.2934 Ha

Each line ends with the natural charge from an NBO analysis.
Positions of all 16 atoms, in Å:
C (1.36, 1.70, 0.00)  -0.427
C (-1.07, 0.45, -1.08)  -0.695
C (-0.07, -1.58, 0.09)  0.519
C (-0.19, -0.08, 0.03)  0.319
N (-1.07, -1.30, 1.17)  -0.824
N (0.73, 0.59, 0.69)  -0.568
N (0.73, -2.52, -0.10)  -0.806
H (-0.72, -1.52, 2.10)  0.399
H (-2.00, -0.92, 1.21)  0.418
H (1.53, -2.60, 0.53)  0.418
H (0.65, 2.50, -0.27)  0.169
H (2.10, 2.16, 0.66)  0.203
H (1.88, 1.39, -0.91)  0.182
H (-0.46, 0.63, -1.97)  0.249
H (-1.83, -0.29, -1.37)  0.222
H (-1.55, 1.37, -0.77)  0.224

One molecule with the formula C4H9N3. Source: the OMol25 dataset; level of theory: ωB97M-V with the def2-TZVPD basis set.

Calculated values
SMILES = C[C@H](N)N(C)C#N
lowest unoccupied orbital energy = 0.678 eV
HOMO = -0.3540 Eh
orbital gap = 0.3790 Ha

Each line ends with the natural charge from an NBO analysis.
Positions of all 16 atoms, in Å:
C (-0.66, 1.69, -0.68)  -0.611
C (-0.66, 0.25, -0.19)  0.137
N (-0.95, 0.35, 1.25)  -0.854
N (0.66, -0.34, -0.47)  -0.467
C (0.61, -1.79, 0.02)  -0.409
C (1.78, 0.28, -0.13)  0.401
N (2.78, 0.89, -0.16)  -0.368
H (0.08, 2.31, -0.31)  0.232
H (-1.54, 2.05, -0.33)  0.216
H (-0.49, 1.62, -1.72)  0.210
H (-1.25, -0.54, -0.60)  0.180
H (-0.39, -0.34, 1.76)  0.355
H (-1.89, 0.10, 1.47)  0.363
H (1.57, -2.40, -0.28)  0.223
H (0.47, -1.97, 1.02)  0.188
H (-0.12, -2.15, -0.64)  0.205

An isolated ion of composition C4H9N3 and charge +2. Source: the OMol25 dataset; level of theory: ωB97M-V with the def2-TZVPD basis set.

Calculated values
SMILES = C1=[N+](C[N@@H+]2CN2)C1
lowest unoccupied orbital energy = -9.910 eV
net charge = +2
HOMO = -0.7540 Eh
orbital gap = 0.3898 Ha

Each line ends with the natural charge from an NBO analysis.
Positions of all 16 atoms, in Å:
C (-1.56, 0.93, -0.49)  0.369
N (-1.13, -0.28, -0.25)  -0.269
C (-0.08, -1.17, -0.39)  -0.070
N (1.26, -0.43, -0.42)  -0.238
C (1.69, 0.33, 0.78)  -0.049
N (1.18, 0.93, -0.35)  -0.431
C (-2.26, 0.20, 0.52)  -0.222
H (-1.51, 1.83, -1.14)  0.320
H (0.05, -1.90, 0.38)  0.275
H (-0.07, -1.73, -1.41)  0.292
H (2.04, -1.08, -0.78)  0.482
H (1.08, 0.40, 1.82)  0.271
H (2.83, 0.22, 0.90)  0.265
H (1.76, 1.56, -1.03)  0.456
H (-3.16, -0.50, 0.32)  0.288
H (-2.11, 0.70, 1.56)  0.260

Ordered ΔE to the lowest compared entry with this formula, charge and spin results: 152.00; 0.00; 323.07; 94.61; 151.13; 511.27; 352.49; 546.91; 445.58; 516.82; 221.92; 572.85; unit kJ/mol.